Entry from the OMol25 dataset: a 5-piece molecular cluster, C43H59Cl8N4O13P2S2 overall at a distorted geometry (ωB97M-V with the def2-TZVPD basis set).

Its spin multiplicity is 1. As for the orbital gap: 7.1 eV. Its net charge is -1.

Element x y z (Å)
Cl  -7.23  4.26  -9.14
Cl  2.74  -1.28  6.65
Cl  -2.99  -7.96  1.62
Cl  -4.38  3.24  -8.06
Cl  -4.94  -5.48  -1.01
Cl  -3.91  -10.60  0.07
Cl  4.26  1.53  6.90
Cl  -3.07  -4.08  -3.21
S  -0.97  -3.35  -0.17
S  -4.50  2.93  -1.23
P  5.14  1.41  0.44
P  3.24  1.76  -0.77
O  0.24  5.32  -1.30
O  2.46  1.43  0.78
O  -4.48  2.64  0.35
O  5.29  -0.15  0.93
O  0.62  2.48  1.74
O  5.27  -0.79  -1.84
O  0.16  3.44  -0.34
O  -0.48  3.92  3.45
O  -5.47  2.08  -1.83
O  -4.77  4.31  -1.38
O  6.49  1.85  -0.36
O  1.63  1.98  -1.51
O  6.51  -2.61  -1.92
N  5.16  2.21  1.81
N  0.02  4.18  -1.49
N  4.00  1.97  -2.36
N  4.14  4.71  -5.40
C  -4.85  -8.64  3.43
C  3.48  0.79  8.26
C  -6.26  -10.58  3.27
C  0.59  2.06  -0.64
C  2.91  0.89  10.59
C  -4.24  -8.98  2.23
C  5.68  -1.99  -1.40
C  -5.65  -10.92  2.08
C  2.20  -0.98  9.26
C  5.21  4.81  -1.87
C  -0.45  -0.78  0.78
C  -8.02  3.10  -5.42
C  2.97  -0.13  -1.08
C  0.77  3.45  3.95
C  -5.80  3.20  -7.07
C  1.07  1.49  0.79
C  -7.03  3.64  -7.54
C  -2.01  1.77  -0.91
C  5.02  5.28  -4.35
C  -5.86  -9.43  3.95
C  0.48  2.44  5.06
C  4.53  4.47  -0.53
C  4.28  5.22  -3.00
C  3.84  -0.84  -2.10
C  3.53  1.45  9.48
C  -3.13  -5.80  -3.03
C  -2.36  -7.96  -3.74
C  1.55  2.73  2.77
C  -6.79  2.65  -4.95
C  -0.59  1.45  -1.42
C  -8.14  3.60  -6.70
C  -5.69  2.70  -5.78
C  -3.94  -6.40  -2.07
C  -4.64  -10.13  1.56
C  2.24  -0.32  10.48
C  2.82  -0.42  8.15
C  3.23  3.66  -0.56
C  -3.16  -8.56  -2.78
C  -2.84  2.62  -1.88
C  -3.95  -7.79  -1.95
C  -2.35  -6.58  -3.87
C  0.62  0.13  1.42
C  0.08  -1.85  -0.21
H  2.68  3.87  0.36
H  -2.41  3.61  -2.00
H  5.12  -0.15  1.88
H  4.96  1.67  -2.44
H  1.09  -2.11  0.10
H  0.17  1.48  4.64
H  0.13  -1.48  -1.23
H  5.85  4.00  -2.22
H  1.34  2.33  5.73
H  -4.54  -7.75  3.96
H  4.67  4.62  -6.26
H  -2.95  2.07  -2.81
H  2.99  -0.73  -0.16
H  -2.54  0.82  -0.79
H  3.69  -0.52  -3.13
H  -1.31  -0.28  0.35
H  -1.55  -3.34  -1.39
H  -4.73  2.35  -5.42
H  1.95  1.81  3.21
H  3.78  6.17  -2.77
H  4.30  2.74  1.91
H  1.76  -0.75  11.34
H  3.42  1.73  -3.14
H  -0.86  -1.38  1.60
H  -1.13  3.22  3.58
H  4.04  2.39  9.57
H  -1.75  -8.57  -4.40
H  2.32  3.42  2.44
H  -4.57  -8.26  -1.20
H  3.84  3.78  -5.13
H  5.22  -2.39  -0.49
H  1.51  -0.48  1.56
H  3.48  4.50  -3.16
H  -8.89  3.07  -4.77
H  -1.72  -6.11  -4.61
H  2.60  4.04  -1.36
H  0.28  0.34  2.43
H  5.91  4.63  -4.29
H  -5.97  -11.81  1.55
H  1.96  -0.25  -1.45
H  -0.51  1.83  -2.44
H  5.25  6.31  -4.64
H  7.20  1.88  0.31
H  2.95  1.41  11.54
H  -0.49  0.37  -1.51
H  3.54  -1.90  -2.10
H  -6.70  2.27  -3.95
H  1.30  4.34  4.29
H  -6.33  -9.16  4.89
H  4.25  5.46  -0.13
H  -3.17  -9.64  -2.68
H  5.31  4.14  0.15
H  -7.05  -11.20  3.67
H  -2.02  2.23  0.08
H  -9.10  3.95  -7.06
H  5.90  5.64  -1.65
H  -5.29  3.04  0.70
H  -0.36  2.82  5.65
H  1.68  -1.92  9.18


Entry from the OMol25 dataset: C22H16Cl2IrN7O4S as an isolated structure (ωB97M-V with the def2-TZVPD basis set).

Its spin multiplicity is 2. As for the orbital gap (alpha / beta): 7.5 / 5.0 eV. Its net charge is +1.

Element x y z (Å)
Ir  -0.02  -0.19  1.49
Cl  0.77  -4.17  -1.09
Cl  5.89  -4.40  0.51
S  1.33  0.81  -0.15
O  1.70  -0.17  2.61
O  -0.30  1.43  2.55
O  -1.08  2.22  4.48
O  0.58  -1.96  0.74
N  -2.90  -1.33  -3.62
N  -0.95  -1.14  3.13
N  -0.32  2.29  -2.06
N  -1.61  -0.57  0.46
N  -1.68  2.40  -0.16
N  1.72  1.74  -2.53
N  -4.07  -4.14  -0.25
C  4.35  -3.62  0.60
C  1.23  2.41  -3.62
C  -3.83  3.36  -1.62
C  -2.91  -1.68  -2.53
C  -2.89  -2.04  -1.15
C  1.79  -2.43  0.70
C  3.29  -4.12  -0.18
C  -3.93  3.22  -0.24
C  -2.19  -1.26  -0.29
C  -3.55  -3.20  -0.66
C  0.78  1.66  -1.56
C  -1.28  -0.12  4.16
C  4.16  -2.55  1.41
C  -2.64  3.04  -2.25
C  2.05  -3.55  -0.13
C  -0.04  2.75  -3.34
C  2.88  -1.93  1.47
C  3.06  1.18  -2.45
C  -1.60  2.57  -1.45
C  -0.86  1.30  3.75
C  -2.83  2.73  0.44
C  2.73  -0.86  2.38
H  4.96  -2.16  2.01
H  3.46  -4.97  -0.83
H  3.59  -0.60  3.00
H  3.01  0.10  -2.33
H  3.60  1.62  -1.61
H  -0.80  -0.36  5.11
H  -2.86  2.61  1.51
H  -0.74  3.30  -3.93
H  -2.35  -0.10  4.33
H  -1.78  -1.65  2.84
H  3.58  1.42  -3.38
H  -0.28  -1.82  3.47
H  -2.56  3.14  -3.32
H  -4.66  3.73  -2.20
H  -4.83  3.48  0.29
H  1.82  2.59  -4.50


- Which value of net charge does entry 2 give?
  +1